Below is a structure of composition C2H3CsO2 at a distorted geometry, with properties calculated with wB97M-V/def2-TZVPD.

Calculated values
**LUMO (spin up / spin down)**: -3.8 / -3.8 eV
**Expectation value of S²**: 0.753
**Charge**: +1
**Multiplicity**: 2
**Kohn-Sham gap (spin up / spin down)**: 6.9 / 9.8 eV
**Highest occupied orbital energy (spin up / spin down)**: -10.67 / -13.61 eV

Each line ends with the Mulliken spin population.
Cartesian coordinates (Å):
1 H -0.03 -2.19 0.84  0.000
2 C 1.70 2.33 0.16  0.587
3 O -1.23 -0.95 -0.22  0.001
4 Cs -4.77 -0.38 0.73  0.001
5 O 2.53 1.48 0.10  0.254
6 C -0.26 -1.68 -0.12  0.000
7 H 0.44 -1.82 -0.96  0.000
8 H 1.62 3.21 -0.53  0.157

---

Below is a structure of composition F7Pb4 at a distorted geometry, with properties calculated with wB97M-V/def2-TZVPD.

Calculated values
**LUMO**: -5.4 eV
**Charge**: +1
**Kohn-Sham gap**: 7.8 eV
**Highest occupied orbital energy**: -13.14 eV

Each line ends with the Löwdin charge.
Cartesian coordinates (Å):
1 F 1.03 1.53 -2.31  -0.725
2 Pb -2.28 0.82 -0.04  1.616
3 Pb 0.59 -2.14 1.63  1.507
4 F -0.53 2.46 1.16  -0.733
5 F -1.89 -1.90 0.90  -0.698
6 F -0.73 -0.15 2.64  -0.674
7 Pb 1.62 2.06 0.11  1.550
8 F 2.66 -0.48 0.12  -0.772
9 F -1.66 -1.29 -2.03  -0.715
10 Pb 1.18 -0.91 -2.19  1.517
11 F 0.01 0.00 -0.01  -0.875

---

Below is a cluster of 2 separate species, C3H7NOS in total at a distorted geometry, with properties calculated with wB97M-V/def2-TZVPD.

Calculated values
**LUMO**: -4.7 eV
**Charge**: 0
**Kohn-Sham gap**: 3.7 eV
**Highest occupied orbital energy**: -8.40 eV

Each line ends with the Löwdin charge.
Cartesian coordinates (Å):
1 N -0.19 -0.47 1.65  0.186
2 H -0.09 -1.42 1.25  0.013
3 S 0.24 -2.68 -0.95  0.332
4 H -0.68 -0.32 -1.10  0.005
5 C -0.49 0.76 0.78  -0.509
6 H -0.35 -3.76 -1.40  -0.352
7 H 0.31 -0.28 2.47  0.068
8 C 0.73 1.37 -1.24  0.061
9 H -1.54 0.96 0.93  0.156
10 O 0.29 1.70 1.26  -0.014
11 C -0.24 0.57 -0.73  -0.106
12 H 0.95 1.40 -2.35  0.089
13 H 1.07 2.17 -0.57  0.070

---

Below is a structure of composition C13H9N6O7 at a distorted geometry, with properties calculated with wB97M-V/def2-TZVPD.

Calculated values
**LUMO**: 1.2 eV
**Charge**: -1
**Kohn-Sham gap**: 5.7 eV
**Highest occupied orbital energy**: -4.54 eV

Each line ends with the Löwdin charge.
Cartesian coordinates (Å):
1 H 1.11 -1.94 -3.98  0.080
2 C -0.83 0.50 1.23  0.062
3 O -1.16 3.54 3.17  0.016
4 C -2.43 2.13 2.12  -0.195
5 C -3.53 1.39 1.58  -0.160
6 H 1.18 1.52 -0.09  0.150
7 O 3.00 0.02 1.24  0.031
8 C -1.91 -0.24 0.77  -0.137
9 H 0.60 -0.24 -4.18  0.095
10 N -0.29 2.57 2.61  -0.146
11 O 0.92 2.65 2.77  0.084
12 N 1.16 -0.84 -2.25  0.012
13 H 4.29 -2.62 -0.91  0.079
14 C 0.55 -1.12 -3.53  -0.022
15 H -0.50 -1.39 -3.40  0.095
16 O -0.48 -1.89 0.01  0.049
17 C 1.07 0.42 -0.11  -0.071
18 C -4.83 1.95 1.82  -0.187
19 O -0.60 0.50 -1.81  0.034
20 N -1.66 -1.48 0.09  -0.297
21 N -2.49 3.27 2.84  0.129
22 H 0.25 0.18 0.89  0.029
23 C -1.11 1.64 1.93  -0.077
24 C 0.47 0.03 -1.41  -0.442
25 H 4.84 -1.10 -0.12  0.094
26 O 2.78 -2.46 -2.58  0.052
27 O -2.61 -2.12 -0.42  0.030
28 N 2.84 -1.20 -0.64  0.013
29 C 2.29 -1.57 -1.88  -0.396
30 C 2.35 -0.22 0.22  -0.422
31 H -4.05 -0.38 0.45  0.129
32 C -3.26 0.20 0.91  0.089
33 H 3.88 -2.25 0.80  0.095
34 N -5.89 2.39 2.03  0.139
35 C 4.04 -1.84 -0.19  -0.033

---

Number 4 is which compound? C13H9N6O7

---

Copy entry 2 word for word.
Below is a structure of composition F7Pb4 at a distorted geometry, with properties calculated with wB97M-V/def2-TZVPD.

Calculated values
**LUMO**: -5.4 eV
**Charge**: +1
**Kohn-Sham gap**: 7.8 eV
**Highest occupied orbital energy**: -13.14 eV

Each line ends with the Löwdin charge.
Cartesian coordinates (Å):
1 F 1.03 1.53 -2.31  -0.725
2 Pb -2.28 0.82 -0.04  1.616
3 Pb 0.59 -2.14 1.63  1.507
4 F -0.53 2.46 1.16  -0.733
5 F -1.89 -1.90 0.90  -0.698
6 F -0.73 -0.15 2.64  -0.674
7 Pb 1.62 2.06 0.11  1.550
8 F 2.66 -0.48 0.12  -0.772
9 F -1.66 -1.29 -2.03  -0.715
10 Pb 1.18 -0.91 -2.19  1.517
11 F 0.01 0.00 -0.01  -0.875